Computed, not measured: a single C5H6Br2N2S2 molecule at a distorted geometry, with wB97M-V/def2-TZVPD.

- Relative energy (zero: lowest compared OMol25 entry of this formula, charge and spin): 0.208 eV
- SMILES: CC1(C)N(Br)[C@@]1(N=C=S)SBr
- E_HOMO: -9.09 eV

Element x y z (Å)
1 C -0.622 -1.075 -1.351
2 C -0.628 -0.237 -0.069
3 C -1.616 -0.644 0.940
4 N -0.251 1.114 -0.401
5 Br -1.060 2.632 0.618
6 C 0.677 0.367 0.328
7 N 1.836 -0.012 -0.270
8 C 2.651 0.563 -0.965
9 S 3.722 0.611 -2.086
10 S 0.887 0.525 2.142
11 Br 2.228 2.222 1.987
12 H 0.367 -1.721 -1.301
13 H -0.649 -0.336 -2.137
14 H -1.578 -1.748 -1.292
15 H -2.741 -0.722 0.644
16 H -1.741 0.071 1.870
17 H -1.483 -1.608 1.341